62
Properties=species:S:1:pos:R:3:forces:R:3 method="wB97M-V/def2-TZVPD" multiplicity=5 charge=-1 gap_ev="5.488 / 5.277" e_tot_ha=-2950.509520 e_homo_ev="-3.08 / -5.51" s2=6.050
Rh 8.180 9.830 12.012 2.977 -0.304 -0.273
Cl 12.053 11.330 17.972 0.965 0.556 0.958
C 11.047 10.747 16.776 -1.972 -1.532 -0.535
C 9.942 9.920 17.176 1.268 0.063 2.858
C 9.008 9.576 16.268 -0.365 -0.542 -1.616
C 9.251 9.757 14.897 -1.718 0.805 -0.587
O 8.272 9.528 14.067 0.617 -0.262 0.543
C 10.466 10.431 14.482 0.885 -0.078 -1.998
C 10.879 10.379 13.114 0.312 -0.308 -0.304
O 10.281 9.821 12.122 -0.492 0.155 0.388
C 11.280 11.038 15.444 -0.328 -0.057 0.672
H 9.862 9.530 18.237 0.169 0.957 -1.341
H 8.063 9.109 16.459 -0.243 -0.259 0.537
H 11.874 10.709 12.821 0.158 0.443 0.580
H 12.087 11.708 15.234 0.304 0.119 -0.534
C 10.285 10.564 9.141 0.490 -1.503 0.499
C 8.846 10.799 9.163 -0.766 0.481 -0.986
N 7.996 10.316 10.056 0.412 0.998 -0.595
C 6.725 10.720 9.708 1.610 0.288 -0.832
C 6.807 11.438 8.517 0.409 -0.743 0.954
N 8.163 11.465 8.178 -1.313 -1.063 2.200
C 5.730 11.959 7.659 0.673 0.535 -1.953
O 4.525 11.817 8.153 -0.381 -0.775 1.072
O 5.996 12.438 6.539 -0.692 -0.759 2.347
C 5.727 10.298 10.691 -1.533 -0.772 1.687
O 4.507 10.393 10.424 0.651 0.424 -0.451
O 6.173 9.805 11.819 -1.639 0.996 -1.939
H 10.605 10.169 8.176 0.046 0.398 -0.154
H 10.425 9.738 9.852 0.235 0.289 -0.098
H 10.881 11.384 9.510 0.002 0.369 -0.184
H 8.555 12.000 7.441 0.281 0.356 -0.657
H 4.466 11.224 9.060 0.205 0.839 -1.118
O 11.425 14.895 11.477 -1.155 -0.020 -1.376
S 10.377 14.323 10.629 0.309 -2.659 0.233
O 10.618 14.112 9.183 -0.227 0.858 2.010
N 9.947 12.819 11.305 -0.249 1.192 -0.551
C 8.687 12.847 11.742 1.333 -1.695 1.022
O 8.110 11.904 12.369 -0.162 2.340 -0.074
C 8.000 14.113 11.565 -0.916 0.376 -0.594
C 6.688 14.387 11.842 -1.369 -0.137 0.548
C 6.165 15.653 11.563 -0.198 -0.524 0.032
C 6.996 16.600 11.021 0.486 1.762 -0.183
C 8.334 16.336 10.723 -0.205 -0.409 -0.766
C 8.761 15.041 10.925 1.271 1.505 -0.056
H 6.069 13.599 12.274 0.157 0.191 -0.071
H 5.117 15.933 11.704 0.354 -0.427 0.205
H 6.614 17.624 10.868 0.184 -0.641 -0.080
H 8.971 17.042 10.199 -0.126 0.107 0.288
F 6.390 6.022 6.859 0.611 0.112 0.969
C 6.811 6.353 8.136 0.048 0.748 0.047
C 5.826 6.699 9.067 0.603 0.113 0.224
C 6.207 7.117 10.352 -0.961 -0.685 -0.273
C 7.543 7.261 10.698 2.134 -0.900 0.842
C 8.008 7.660 12.014 -0.336 -2.318 -0.572
C 8.545 6.825 9.762 -0.422 0.585 -1.228
C 8.188 6.441 8.454 -0.126 -0.412 0.335
H 4.778 6.671 8.787 0.112 -0.197 0.004
H 5.491 7.175 11.183 0.019 0.457 -0.727
H 9.120 7.492 12.106 -1.187 0.366 0.468
H 7.344 7.505 12.870 0.429 -0.078 -0.248
H 9.620 6.851 10.028 -0.846 0.038 -0.087
H 8.975 6.145 7.726 -0.797 0.237 0.522

57
Properties=species:S:1:pos:R:3:forces:R:3 method="wB97M-V/def2-TZVPD" charge=-1 gap_ev=6.489 e_tot_ha=-4441.987110 e_homo_ev=-4.25
H 1.683 0.170 -1.194 0.413 0.209 -0.387
C 2.238 0.840 -1.882 0.186 -0.572 0.444
H 3.278 0.471 -1.936 -0.167 -0.088 0.157
C 1.629 0.769 -3.241 -0.968 0.596 -1.016
C 0.963 1.809 -3.793 0.549 -1.623 -0.254
N 1.002 3.062 -3.232 -0.303 1.329 -0.152
C 0.255 4.142 -3.832 0.260 -0.231 0.267
C -1.143 4.108 -3.785 0.171 0.237 -0.040
C -1.871 5.174 -4.316 0.377 -0.049 -0.193
C -1.201 6.213 -4.974 0.116 -0.109 0.060
C 0.198 6.214 -5.062 -0.180 -0.173 0.324
C 0.935 5.203 -4.438 -0.334 -0.109 -0.174
C 1.705 3.263 -2.059 -0.372 -0.119 0.300
C 2.223 2.238 -1.347 -0.020 0.866 -0.174
C 2.704 2.566 0.020 0.165 0.234 0.067
N 3.182 1.517 0.789 0.087 0.611 -0.322
O 2.614 3.710 0.456 0.210 -0.542 0.215
H 1.680 -0.171 -3.790 -0.210 0.200 0.203
H 0.402 1.739 -4.736 0.431 -0.010 0.432
H -1.639 3.259 -3.311 0.152 0.302 -0.073
H -2.955 5.183 -4.218 0.225 0.021 -0.110
H -1.771 7.030 -5.418 0.147 -0.217 0.098
H 0.719 7.001 -5.608 -0.175 -0.127 0.222
H 2.027 5.202 -4.448 -0.374 -0.021 -0.042
H 1.704 4.305 -1.724 0.093 -0.583 0.182
H 3.589 0.696 0.367 -0.286 0.098 -0.083
H 3.572 1.780 1.683 -0.141 0.015 -0.099
O -3.320 -0.362 2.817 0.924 -0.370 1.055
C -2.386 -0.821 3.329 -0.717 -0.055 -1.909
Co -0.941 -1.557 3.950 1.409 -0.554 -0.522
C -0.176 -0.047 4.444 0.950 1.717 -0.095
O 0.259 0.985 4.737 -0.524 -1.149 -0.108
C -1.448 -2.417 5.386 -0.581 -1.815 1.428
O -1.807 -3.007 6.318 0.271 0.818 -0.786
C -0.544 -2.824 2.286 -2.115 1.436 -0.911
C -1.650 -3.665 1.847 -0.157 -0.726 -0.605
C -2.338 -4.485 2.767 -0.383 0.148 -0.507
C -3.587 -5.013 2.425 0.516 0.248 0.046
C -4.129 -4.755 1.161 -0.006 -0.213 -0.265
C -3.340 -4.157 0.171 0.321 -0.047 0.344
C -2.070 -3.662 0.494 -0.506 0.059 0.706
C 0.437 -2.130 1.548 -2.326 1.104 -1.964
C 0.630 -1.231 0.577 0.176 -0.647 0.499
Co 1.123 -3.121 2.860 2.802 -0.627 3.682
C 0.933 -4.271 4.228 0.010 -1.546 1.368
O 0.933 -5.002 5.123 -0.176 1.185 -1.366
C 2.097 -1.909 3.728 1.338 1.263 1.091
O 2.837 -1.214 4.283 -0.994 -0.811 -0.833
C 2.379 -3.982 1.968 1.088 -0.970 -0.964
O 3.253 -4.530 1.439 -1.342 0.898 0.742
H -1.896 -4.652 3.753 -0.302 0.175 -0.290
H -4.128 -5.612 3.158 0.006 0.208 -0.201
H -5.154 -5.061 0.930 0.388 -0.023 0.045
H -3.706 -4.065 -0.852 0.003 -0.026 0.243
H -1.419 -3.220 -0.262 -0.279 0.094 0.243
H 1.641 -0.864 0.431 -0.184 0.062 -0.235
H -0.205 -0.841 -0.016 0.335 0.022 0.219

58
Properties=species:S:1:pos:R:3:forces:R:3 method="wB97M-V/def2-TZVPD" multiplicity=4 charge=+2 gap_ev="6.669 / 6.316" e_tot_ha=-3516.056148 e_homo_ev="-13.12 / -13.15" s2=3.785
Cr -0.088 -0.080 -0.065 0.198 0.383 0.235
N 0.925 4.197 -0.054 -0.021 -0.023 -0.063
C 0.406 3.072 0.403 -0.067 0.002 0.076
N -0.114 2.135 -0.344 -0.030 -0.278 -0.031
C -0.119 2.318 -1.733 0.007 0.119 -0.238
N -0.660 1.430 -2.516 0.017 -0.079 0.439
N -1.106 0.395 -1.723 0.071 -0.077 -0.357
C -2.226 -0.166 -1.953 -0.189 -0.098 0.121
C -2.749 -0.994 -0.851 0.132 0.183 -0.178
C -3.936 -1.686 -0.928 -0.125 -0.087 0.016
C -4.411 -2.320 0.217 -0.063 -0.010 -0.097
C -3.684 -2.226 1.387 0.055 0.017 0.082
C -2.491 -1.514 1.382 -0.027 -0.031 -0.053
N -2.029 -0.911 0.292 0.023 0.119 -0.031
C 0.457 3.526 -2.295 -0.041 -0.088 -0.040
C 0.512 3.762 -3.673 -0.017 -0.028 0.003
C 1.088 4.919 -4.145 0.023 0.032 0.024
C 1.617 5.858 -3.252 0.000 0.013 -0.060
C 1.573 5.643 -1.892 0.008 0.000 0.007
C 0.991 4.471 -1.426 0.046 0.090 0.140
H 1.297 4.868 0.602 0.004 0.033 -0.002
H 0.408 2.948 1.479 0.023 -0.031 -0.009
H -2.805 0.076 -2.840 -0.045 -0.014 0.036
H -4.485 -1.719 -1.860 -0.007 -0.010 0.015
H -5.343 -2.868 0.191 0.007 0.006 -0.003
H -4.029 -2.686 2.302 0.004 0.002 -0.009
H -1.899 -1.414 2.282 0.000 -0.001 0.007
H 0.101 3.026 -4.348 0.005 0.005 0.005
H 1.135 5.105 -5.209 0.001 -0.001 0.009
H 2.070 6.764 -3.632 -0.005 -0.007 -0.005
H 1.984 6.367 -1.200 -0.003 -0.007 -0.004
C 1.080 -0.410 4.165 -0.026 0.069 -0.029
C 0.594 0.101 2.958 0.009 -0.044 0.046
N 0.538 -0.626 1.856 -0.093 0.006 -0.161
C 0.960 -1.917 1.895 -0.027 0.090 -0.150
C 1.466 -2.506 3.050 0.074 -0.123 0.132
C 1.519 -1.708 4.210 0.026 -0.073 0.033
C 1.910 -3.874 3.003 -0.025 0.102 0.064
C 1.851 -4.581 1.856 -0.035 0.010 -0.126
C 1.335 -3.990 0.649 0.086 -0.169 0.054
C 1.274 -4.664 -0.586 0.024 -0.065 0.046
C 0.790 -4.014 -1.691 -0.013 0.048 -0.052
C 0.353 -2.691 -1.569 0.032 -0.030 0.038
N 0.385 -2.048 -0.417 -0.052 -0.101 0.110
C 0.884 -2.674 0.679 -0.057 0.182 -0.022
H 1.105 0.226 5.038 0.003 -0.012 0.004
H 0.231 1.120 2.894 -0.009 -0.012 0.017
H 1.907 -2.127 5.130 0.000 0.002 -0.012
H 2.302 -4.323 3.907 -0.003 0.015 -0.003
H 2.195 -5.607 1.823 -0.003 0.012 -0.012
H 1.620 -5.688 -0.655 -0.003 0.017 0.005
H 0.749 -4.498 -2.656 -0.003 -0.001 0.008
H -0.015 -2.144 -2.428 -0.011 -0.004 0.003
S 4.203 0.811 -1.660 -0.045 -0.009 0.011
C 2.773 0.490 -1.064 -0.013 0.045 0.017
N 1.698 0.270 -0.609 0.188 -0.093 -0.089
I -3.278 2.335 1.505 -0.037 0.041 0.057
I -2.817 2.440 4.117 0.031 -0.040 -0.027

ΔE to the lowest compared entry with this formula, charge and spin in eV, matching the order above: 1.747, 0.000, 0.999
Largest force on an atom in eV/A, matching the order above: 3.13, 4.67, 0.49